Record 1
C2H12NO3 | ωB97M-V/def2-TZVPD

ΔE to the lowest compared entry with this formula, charge and spin   162.9 kJ/mol
E_tot   -9893.7558 eV
Frontier orbital gap   11.50 eV
Spin multiplicity   1
Total charge   +1

```
18
Properties=species:S:1:pos:R:3:lowdin_charge:R:1
O -2.114 1.728 0.600 -0.088
O -0.770 -2.644 -1.227 -0.072
O 2.991 -1.195 -0.642 -0.066
N 0.106 0.150 -0.469 0.198
C -0.830 1.928 1.249 -0.233
C 0.238 0.879 0.949 -0.054
H -1.496 -3.011 -1.818 0.104
H -0.027 0.189 1.672 0.089
H -0.206 -0.862 -0.601 0.134
H -0.418 0.822 -0.951 0.115
H -0.943 1.829 2.333 0.131
H 1.343 1.245 0.986 0.173
H -0.171 -3.392 -1.348 0.055
H 3.111 -2.031 -1.145 0.073
H -0.555 2.890 1.019 0.091
H 2.805 -1.371 0.298 0.054
H 1.058 0.017 -0.876 0.129
H -2.545 2.676 0.683 0.167
```

=====

Record 2
C2H12NO3 | ωB97M-V/def2-TZVPD

ΔE to the lowest compared entry with this formula, charge and spin   55.3 kJ/mol
E_tot   -9894.8711 eV
Frontier orbital gap   11.82 eV
Spin multiplicity   1
Total charge   +1

```
18
Properties=species:S:1:pos:R:3:lowdin_charge:R:1
O -2.925 0.119 1.239 -0.042
O -0.042 -2.542 0.567 -0.060
O 1.848 1.670 0.172 -0.049
N -0.532 0.621 -0.215 0.163
C 0.437 0.567 -1.362 -0.093
C 1.837 0.585 -0.743 -0.227
H -3.447 0.659 1.844 0.066
H 0.006 -3.224 1.249 0.054
H 2.619 1.595 0.746 0.111
H -0.612 1.576 0.150 0.165
H 0.236 1.414 -2.007 0.142
H -2.315 -0.353 1.817 0.047
H -0.287 -3.018 -0.240 0.052
H 0.321 -0.448 -1.726 0.130
H -0.197 0.180 0.648 0.145
H 2.597 0.648 -1.518 0.133
H 1.954 -0.378 -0.230 0.122
H -1.496 0.329 -0.389 0.139
```

=====

Record 3
C2H12NO3 | ωB97M-V/def2-TZVPD

ΔE to the lowest compared entry with this formula, charge and spin   134.1 kJ/mol
E_tot   -9894.0544 eV
Frontier orbital gap   11.74 eV
Spin multiplicity   1
Total charge   +1

```
18
Properties=species:S:1:pos:R:3:lowdin_charge:R:1
O -1.936 0.454 -1.241 -0.052
O 3.039 2.029 0.060 -0.044
O -3.789 1.001 1.112 -0.034
N 0.804 -0.147 -0.036 0.194
C 1.606 -2.474 0.275 0.079
C 0.696 -1.638 -0.197 -0.135
H -2.455 0.239 -2.031 0.066
H 1.745 0.256 -0.171 0.128
H 3.708 2.257 -0.609 0.070
H 0.592 0.137 0.921 0.176
H -0.102 -1.936 -0.860 0.118
H 2.636 -2.259 0.527 0.088
H 2.694 2.843 0.401 0.040
H 1.333 -3.513 0.117 0.083
H -4.662 1.376 1.099 0.048
H -3.609 0.769 2.026 0.051
H 0.249 0.058 -0.878 0.130
H -2.549 0.548 -0.515 -0.005
```

=====

Record 4
C2H12NO3 | ωB97M-V/def2-TZVPD

ΔE to the lowest compared entry with this formula, charge and spin   310.6 kJ/mol
E_tot   -9892.2244 eV
Frontier orbital gap   8.41 eV
Spin multiplicity   1
Total charge   +1

```
18
Properties=species:S:1:pos:R:3:lowdin_charge:R:1
O -2.997 -2.401 -0.058 0.027
O 3.787 3.215 3.034 -0.101
O 2.841 0.059 -0.049 0.008
N -1.538 -0.349 -0.382 -0.060
C -1.815 -0.415 -1.866 -0.037
C -0.432 0.186 -0.031 0.126
H -2.914 -0.611 -1.977 0.100
H 3.276 -0.477 -0.647 0.010
H 0.540 -0.115 -0.489 0.119
H 3.738 3.624 3.940 0.067
H -2.225 -1.094 0.074 0.131
H -3.231 -2.675 -0.919 0.061
H -1.107 -1.226 -2.247 0.120
H 3.384 0.758 0.215 0.023
H -2.786 -3.227 0.391 0.110
H -1.510 0.661 -2.306 0.147
H -0.348 0.421 1.023 0.114
H 3.338 3.667 2.295 0.036
```

=====

Record 5
C2H12O3 | ωB97M-V/def2-TZVPD

ΔE to the lowest compared entry with this formula, charge and spin   74.1 kJ/mol
E_tot   -8410.5487 eV
Frontier orbital gap   11.82 eV
Spin multiplicity   1

```
17
Properties=species:S:1:pos:R:3:lowdin_charge:R:1
O -0.680 -0.625 -1.887 -0.056
O -1.332 1.455 0.391 -0.142
O -1.084 -1.449 0.886 -0.078
C 1.567 1.088 0.384 -0.179
C 1.872 -0.407 0.309 -0.154
H 2.695 -0.561 1.061 0.081
H -1.215 -1.091 -2.477 0.004
H 1.122 -1.187 0.587 0.050
H 0.946 1.429 -0.422 0.042
H -1.994 -1.181 0.733 0.051
H -0.730 -1.122 -1.017 0.033
H 2.115 -0.651 -0.752 0.081
H -0.730 -0.657 1.336 0.040
H 0.969 1.358 1.262 0.060
H -0.327 1.777 0.542 0.052
H -1.255 1.104 -0.527 0.021
H 2.536 1.646 0.389 0.094
```

=====

Record 6
C2H12O3S2 | ωB97M-V/def2-TZVPD

ΔE to the lowest compared entry with this formula, charge and spin   87.7 kJ/mol
E_tot   -30081.3202 eV
Frontier orbital gap   9.59 eV
Spin multiplicity   1

```
19
Properties=species:S:1:pos:R:3:lowdin_charge:R:1
S 1.221 -0.371 -1.557 0.405
S 0.529 -1.723 -0.256 0.413
O -3.091 1.805 -0.148 -0.053
O -2.542 -0.298 -2.118 -0.070
O 1.057 0.478 3.170 -0.062
C 1.959 -2.176 0.703 -0.516
C 1.062 1.295 -0.854 -0.444
H -2.146 -0.951 -2.710 0.042
H 0.610 1.011 2.491 0.032
H 1.519 -2.985 1.343 0.038
H 2.695 -2.772 0.132 0.040
H -3.333 0.896 -0.330 0.012
H 0.610 2.041 -1.527 0.043
H 0.364 1.335 -0.031 0.012
H -3.618 2.273 0.478 0.018
H -2.257 0.528 -2.524 0.039
H 0.880 -0.423 2.884 0.013
H 2.421 -1.449 1.359 0.026
H 2.060 1.487 -0.506 0.013
```

=====

Record 7
C2H12O3S2 | ωB97M-V/def2-TZVPD

ΔE to the lowest compared entry with this formula, charge and spin   124.0 kJ/mol
E_tot   -30080.9441 eV
Frontier orbital gap   9.61 eV
Spin multiplicity   1

```
19
Properties=species:S:1:pos:R:3:lowdin_charge:R:1
S -1.538 0.767 1.629 0.421
S 0.390 0.615 2.202 0.414
O -1.369 -3.693 0.417 -0.068
O 1.203 2.436 -1.084 -0.018
O 1.681 1.083 -3.644 -0.052
C -1.518 0.751 -0.173 -0.526
C 0.679 -1.158 2.582 -0.450
H 1.710 -1.401 2.875 0.045
H 0.015 -1.471 3.364 0.015
H -0.959 -3.320 1.240 0.035
H -1.145 1.654 -0.692 -0.006
H 1.742 1.666 -2.877 -0.009
H -0.919 -0.020 -0.768 0.067
H 2.272 0.374 -3.488 0.011
H 0.383 -1.769 1.725 0.003
H 1.493 3.335 -1.271 0.068
H -2.564 0.769 -0.665 0.064
H -1.922 -3.002 0.057 0.020
H 0.366 2.384 -1.428 -0.033
```

=====

Record 8
C2H12O3S2 | ωB97M-V/def2-TZVPD

ΔE to the lowest compared entry with this formula, charge and spin   291.7 kJ/mol
E_tot   -30071.0133 eV
Frontier orbital gap (alpha / beta)   9.32 / 4.87 eV
Spin multiplicity   2
Total charge   +1

```
19
Properties=species:S:1:pos:R:3:lowdin_spin:R:1
S 3.380 -0.978 -0.498 0.409
S 2.920 0.558 -1.582 0.385
O -6.903 1.830 0.741 0.000
O -4.115 -1.798 -0.354 0.000
O -0.696 -0.793 0.687 0.000
C 5.097 -1.113 0.029 0.094
C 1.958 1.839 -0.665 0.072
H -6.688 2.448 1.333 0.000
H -0.766 -1.222 -0.244 0.000
H 4.906 -2.255 0.415 -0.002
H 2.287 2.244 0.345 0.009
H -4.230 -2.770 -0.105 0.000
H -4.837 -1.324 -0.014 0.000
H -6.399 1.657 0.017 0.000
H 6.015 -1.091 -0.482 0.002
H 2.093 2.740 -1.251 0.004
H -0.049 -1.169 1.270 0.000
H 0.977 1.621 -0.454 0.005
H 5.050 -0.426 0.813 0.021
```

=====

Record 9
C2H12O3S2 | ωB97M-V/def2-TZVPD

ΔE to the lowest compared entry with this formula, charge and spin   275.3 kJ/mol
E_tot   -30071.1829 eV
Frontier orbital gap (alpha / beta)   7.85 / 3.69 eV
Spin multiplicity   2
Total charge   +1

```
19
Properties=species:S:1:pos:R:3:lowdin_spin:R:1
S 1.208 0.028 -0.026 0.706
S -0.231 0.844 -1.292 0.083
O 3.331 1.016 3.279 0.000
O -2.793 -1.144 0.510 0.001
O -5.051 0.044 1.872 0.000
C 0.882 1.580 -2.565 0.057
C 1.495 -1.664 -0.554 0.086
H 2.486 -1.916 -0.053 0.002
H 1.621 0.992 -3.030 0.001
H -2.001 -0.920 0.100 0.000
H 1.404 2.412 -1.978 0.001
H -4.311 -0.464 1.392 0.000
H 3.897 1.680 3.771 0.000
H 0.344 1.938 -3.485 0.004
H 0.609 -2.472 -0.116 0.048
H 3.436 1.256 2.324 0.000
H -2.725 -2.067 0.409 0.000
H 1.564 -1.779 -1.692 0.012
H -5.165 0.634 1.133 0.000
```

=====

Record 10
C2H12Si4 | ωB97M-V/def2-TZVPD

ΔE to the lowest compared entry with this formula, charge and spin   153.2 kJ/mol
E_tot   -33775.3153 eV
Frontier orbital gap   8.48 eV
Spin multiplicity   1

```
18
Properties=species:S:1:pos:R:3:lowdin_charge:R:1
Si -0.629 1.933 -1.233 0.525
Si 1.755 1.126 1.100 0.521
Si -1.796 -1.131 -1.118 0.525
Si 0.653 -1.936 1.248 0.533
C -0.604 0.194 -0.527 -0.592
C 0.557 -0.204 0.529 -0.595
H -1.084 -2.159 -1.888 -0.073
H 2.057 -2.194 1.593 -0.080
H 2.837 0.501 1.881 -0.081
H 0.405 2.052 -2.274 -0.068
H 1.066 2.087 1.972 -0.071
H -2.499 -1.749 0.009 -0.072
H 2.358 1.830 -0.038 -0.074
H -2.776 -0.492 -2.002 -0.084
H -1.943 2.157 -1.848 -0.082
H 0.207 -2.979 0.321 -0.085
H -0.151 -1.994 2.478 -0.069
H -0.414 2.957 -0.206 -0.079
```

=====

Record 11
C2H13K2O7 | ωB97M-V/def2-TZVPD

E_tot   -49264.6739 eV
Frontier orbital gap   8.09 eV
Spin multiplicity   1
Total charge   +1

```
24
Properties=species:S:1:pos:R:3:lowdin_charge:R:1
K 0.192 4.986 -1.359 0.943
K 2.275 -1.117 -3.734 0.939
O -0.280 -0.441 3.229 -0.049
O -1.998 -2.777 -1.209 -0.077
O 2.633 -2.898 0.079 -0.056
O 2.435 3.351 -0.631 -0.098
O 0.334 0.642 -2.748 -0.166
O -0.747 2.533 -2.300 -0.136
O -2.173 -1.769 1.449 -0.055
C -0.572 0.965 -0.530 -0.024
C -0.307 1.416 -1.981 -0.768
H 3.099 3.554 0.036 0.056
H -2.954 -2.808 -1.306 0.028
H 0.191 0.349 3.511 0.048
H -3.109 -1.547 1.417 0.059
H 1.910 -2.418 0.497 0.032
H -0.272 1.739 0.187 0.057
H 2.036 2.513 -0.361 0.038
H -0.696 -0.781 4.030 0.058
H -0.101 0.024 -0.267 0.060
H -1.856 -2.518 -0.283 -0.015
H -1.657 0.871 -0.423 0.083
H -1.778 -1.125 2.053 0.006
H 3.396 -2.743 0.644 0.037
```

=====

Record 12
C2H13N2O2 | ωB97M-V/def2-TZVPD

ΔE to the lowest compared entry with this formula, charge and spin   90.6 kJ/mol
E_tot   -9353.6951 eV
Frontier orbital gap   11.09 eV
Spin multiplicity   1
Total charge   +1

```
19
Properties=species:S:1:pos:R:3:lowdin_charge:R:1
O 0.631 0.305 -2.351 -0.027
O 0.092 3.151 -1.161 -0.054
N -0.315 0.497 0.160 0.150
N -1.231 -1.517 1.763 -0.017
C 0.703 -0.425 0.898 -0.085
C -0.043 -1.770 0.948 -0.267
H -0.034 0.656 -0.848 0.084
H -1.037 -1.409 2.762 0.093
H -1.193 -0.018 0.242 0.123
H 1.222 -0.425 -2.552 0.081
H 1.540 -0.409 0.222 0.119
H -0.419 1.273 0.798 0.144
H 0.994 2.922 -0.919 0.039
H -0.489 -2.084 -0.003 0.121
H 0.198 3.773 -1.890 0.057
H 0.610 -2.608 1.272 0.129
H 0.012 0.518 -3.056 0.086
H 0.664 -0.148 1.951 0.127
H -1.906 -2.282 1.765 0.095
```